Density functional theory data (ωB97M-V with the def2-TZVPD basis set) for a structure of composition C18H15AuF13N5O in a non-equilibrium geometry.

Each line ends with the Mulliken charge.
Element x y z (Å)
Au 0.412 -0.321 -1.160  0.521
C -2.599 -1.248 -2.927  -1.241
C -2.534 -1.794 -1.510  -0.772
N -1.997 -0.858 -0.529  0.864
C -2.672 0.432 -0.462  -0.614
C -4.136 0.387 -0.024  -1.534
C -1.735 -1.489 0.751  -1.248
C -0.680 -0.772 1.607  -0.826
N 0.612 -0.982 1.058  0.003
C 1.733 -0.738 1.723  0.124
C 2.978 -0.898 1.041  0.212
F 2.948 -1.243 -0.254  -0.366
C 4.195 -0.681 1.656  0.210
F 5.329 -0.814 0.965  -0.307
C 4.267 -0.328 2.998  -0.475
C 3.081 -0.176 3.698  0.197
F 3.129 0.150 4.991  -0.310
C 1.850 -0.347 3.093  0.503
F 0.753 -0.164 3.845  -0.325
H -2.952 -2.034 -3.592  0.444
H -1.605 -0.939 -3.246  0.199
H -3.284 -0.411 -3.007  0.323
H -1.888 -2.676 -1.513  0.392
H -3.536 -2.116 -1.191  0.570
H -2.602 0.903 -1.443  0.505
H -2.115 1.067 0.226  0.067
H -4.763 -0.104 -0.766  0.322
H -4.493 1.409 0.090  0.462
H -4.250 -0.123 0.931  0.255
H -1.359 -2.496 0.551  0.457
H -2.657 -1.564 1.342  0.428
H -0.747 -1.157 2.627  0.848
H -0.890 0.304 1.641  0.171
H 5.217 -0.174 3.481  0.508
F 0.180 2.248 -2.857  -0.229
C 0.036 3.170 -1.899  0.698
F -1.279 3.369 -1.772  -0.259
F 0.572 4.301 -2.355  -0.244
C 0.638 2.668 -0.556  0.450
O 0.079 1.507 -0.187  0.201
C 2.178 2.527 -0.699  0.410
F 2.480 1.724 -1.725  -0.236
F 2.695 1.952 0.393  -0.199
F 2.824 3.676 -0.881  -0.265
C 0.327 3.723 0.543  0.329
F -0.978 3.742 0.820  -0.241
F 0.949 3.435 1.688  -0.245
F 0.687 4.960 0.201  -0.238
N 1.976 -6.284 -0.846  -0.492
C 1.435 -5.324 -1.181  0.446
N 0.726 -4.310 -1.526  -0.531
C 0.794 -3.104 -1.750  0.754
N 0.672 -1.981 -2.102  -0.677

Properties
Charge: 0
E_tot in a.u.: -2477.74809
Frontier orbital gap (spin up / spin down) in eV: 4.5 / 4.6
2S+1: 1

=====

Density functional theory data (ωB97M-V with the def2-TZVPD basis set) for the molecule C18H15BF3NO in a non-equilibrium geometry.

Each line ends with the Mulliken charge.
Element x y z (Å)
C 1.587 1.655 0.103  0.756
C 1.889 2.883 0.822  -0.544
C 2.148 2.649 2.174  -0.668
C 2.003 1.276 2.295  0.263
B 2.273 0.361 3.559  0.465
F 2.066 1.230 4.652  -0.408
F 1.412 -0.727 3.667  -0.356
F 3.611 0.019 3.237  -0.373
O 1.617 0.720 1.141  -0.059
H 2.286 1.313 -0.759  0.059
H 1.990 3.830 0.337  0.564
H 2.418 3.320 2.976  0.516
C 0.926 1.183 -2.655  -1.566
C 0.627 1.312 -1.152  -0.440
N -0.213 0.165 -0.812  0.718
C -1.458 0.294 -0.202  0.974
C -2.219 1.419 0.110  -0.701
C -3.530 1.233 0.570  -0.781
C -4.055 -0.069 0.804  -0.598
C -3.248 -1.194 0.581  -0.485
C -1.962 -1.019 0.044  0.136
C -1.022 -1.950 -0.532  0.490
C 0.010 -1.172 -1.143  0.379
C 1.017 -1.852 -1.874  -0.354
C 1.004 -3.257 -1.923  -0.882
C -0.028 -4.011 -1.343  -0.585
C -1.057 -3.359 -0.632  -0.649
H 1.048 2.199 -2.968  0.542
H 1.816 0.638 -3.001  0.324
H 0.035 0.844 -3.227  0.350
H 0.012 2.254 -1.093  0.353
H -1.789 2.432 0.055  0.269
H -4.186 2.078 0.790  0.373
H -5.108 -0.221 1.106  0.347
H -3.609 -2.226 0.707  0.329
H 1.884 -1.379 -2.330  0.198
H 1.811 -3.848 -2.394  0.347
H -0.099 -5.106 -1.466  0.353
H -1.908 -3.914 -0.228  0.344

Properties
Charge: 0
ΔE to the lowest compared entry with this formula, charge and spin in kcal per mole: 8.7
E_tot in a.u.: -1149.41343
Frontier orbital gap in eV: 6.7
2S+1: 1

=====

Density functional theory data (ωB97M-V with the def2-TZVPD basis set) for a structure of composition C18H15BF4N4O4ScSe3Te.

Each line ends with the Mulliken charge.
Element x y z (Å)
Sc -1.557 -0.785 -0.154  0.319
Se -3.651 -2.339 0.443  -0.640
Se -5.329 -0.698 0.151  -0.279
Te -4.795 0.225 -2.122  -0.149
Se -2.576 1.311 -1.696  -0.397
O 5.293 3.265 1.143  -0.496
C 3.965 3.398 1.391  0.643
O 3.590 4.215 2.185  -0.568
C 3.057 2.469 0.655  1.088
C 3.491 1.252 0.137  -1.312
C 2.611 0.413 -0.527  -0.275
C 1.286 0.806 -0.677  -0.061
C 0.833 2.012 -0.147  -0.190
C 1.720 2.838 0.517  -1.027
N 0.343 -0.048 -1.295  0.727
C 0.578 -0.546 -2.437  -0.585
C -0.409 -1.428 -3.063  0.597
C -0.184 -1.947 -4.324  -0.900
C -1.157 -2.761 -4.889  -0.401
C -2.301 -3.018 -4.164  -0.903
C -2.445 -2.465 -2.894  -0.260
N -1.524 -1.677 -2.353  0.811
H 5.424 2.644 0.417  0.310
H 4.508 0.908 0.295  0.269
H 2.914 -0.569 -0.860  0.519
H -0.212 2.281 -0.253  0.211
H 1.389 3.775 0.943  0.461
H 1.489 -0.315 -2.990  0.406
H 0.736 -1.718 -4.845  0.445
H -1.014 -3.188 -5.873  0.415
H -3.086 -3.650 -4.554  0.412
H -3.310 -2.668 -2.278  0.396
F 1.797 -2.597 -0.692  -0.327
B 0.811 -3.358 -0.055  0.242
F 0.573 -4.532 -0.744  -0.367
F 1.082 -3.553 1.275  -0.347
F -0.454 -2.563 -0.155  -0.049
C 0.839 0.333 3.825  -0.802
N -0.453 0.782 3.333  0.225
C -1.235 1.702 3.996  0.009
C -2.393 2.124 3.481  -0.925
C -2.868 1.626 2.176  0.268
O -3.892 2.032 1.672  -0.604
N -2.046 0.674 1.578  0.275
C -0.903 0.305 2.137  0.624
O -0.187 -0.530 1.502  -0.308
H 1.015 0.793 4.795  0.330
H 1.632 0.624 3.137  0.161
H 0.852 -0.752 3.922  0.280
H -0.841 2.048 4.942  0.312
H -3.006 2.847 3.996  0.417

Properties
Charge: -1
ΔE to the lowest compared entry with this formula, charge and spin in kcal per mole: 0.6
E_tot in a.u.: -9872.90070
Frontier orbital gap in eV: 5.5
2S+1: 1

=====

Density functional theory data (ωB97M-V with the def2-TZVPD basis set) for a structure of composition C18H15Cl5NO8Ti.

Each line ends with the Mulliken charge.
Element x y z (Å)
Ti -0.814 -0.849 -0.004  0.124
O -1.787 -1.782 3.599  -0.572
C -1.247 -1.022 2.863  -0.034
O -0.669 -1.443 1.692  -0.333
C -1.078 0.474 3.051  0.046
C 0.282 0.920 2.494  -0.153
C 0.628 2.329 2.954  -1.020
C -0.351 3.185 2.115  -1.025
C -1.079 2.123 1.300  -0.192
O -0.050 1.114 1.086  -0.020
C -2.067 1.331 2.172  0.040
C -2.963 0.487 1.291  -0.064
O -4.080 0.154 1.515  -0.561
O -2.327 0.101 0.130  -0.325
H -1.214 0.687 4.109  0.665
H 1.075 0.182 2.563  0.675
H 0.497 2.446 4.028  0.428
H 1.664 2.557 2.711  0.333
H -1.044 3.767 2.719  0.407
H 0.180 3.869 1.456  0.351
H -1.460 2.435 0.333  0.690
H -2.708 1.949 2.797  0.672
Cl -2.183 -1.345 -3.262  -0.101
C -0.571 -1.966 -3.610  -0.059
Cl 0.120 -2.846 -2.216  -0.137
H 0.087 -1.133 -3.825  0.101
H -0.634 -2.669 -4.431  0.379
O 3.946 -0.791 -0.330  -0.675
C 3.701 0.037 -1.351  0.491
C 4.803 0.542 -2.045  -0.761
C 4.614 1.397 -3.106  -0.314
C 3.331 1.784 -3.517  -0.938
C 2.242 1.295 -2.846  -0.465
C 2.406 0.415 -1.758  -0.020
C 1.243 -0.089 -1.084  2.358
O 1.289 -0.880 -0.077  -0.744
O 0.037 0.203 -1.458  -0.663
H 3.108 -1.089 0.062  0.435
H 5.792 0.242 -1.727  0.493
H 5.479 1.779 -3.633  0.408
H 3.206 2.460 -4.351  0.443
H 1.238 1.580 -3.131  0.519
Cl -4.242 -4.424 1.931  -0.054
C -4.079 -4.268 0.187  0.761
Cl -5.545 -3.625 -0.550  -0.064
Cl -3.601 -5.792 -0.560  -0.074
C -3.004 -3.296 -0.056  -0.348
N -2.172 -2.534 -0.229  -0.103

Properties
Charge: +1
ΔE to the lowest compared entry with this formula, charge and spin in kcal per mole: 0.0
E_tot in a.u.: -4501.96850
Frontier orbital gap in eV: 7.2
2S+1: 1

=====

> Number 3 is which compound?

C18H15BF4N4O4ScSe3Te

=====

> What is the charge in the first record?

0

=====

> What is the charge in the second record?

0